A gas-phase ion, C7H16NSi (charge +1), computed with ωB97M-V with the def2-TZVPD basis set.

Element x y z (Å)
1 C -0.439 -2.910 -0.128
2 C -0.270 -1.714 -0.743
3 C -2.467 0.664 -0.943
4 C -2.105 1.373 0.286
5 C 3.010 0.196 -0.345
6 C 0.087 0.007 1.930
7 C 1.585 0.838 -0.684
8 N -1.039 0.968 -0.659
9 Si 0.181 -0.114 0.110
10 H -0.823 -3.852 -0.570
11 H -0.168 -2.876 0.931
12 H -0.365 -1.716 -1.760
13 H -2.688 -0.389 -0.644
14 H -2.741 1.093 -1.899
15 H -2.018 2.454 0.485
16 H -2.190 0.819 1.225
17 H 3.143 0.472 0.769
18 H 3.084 -0.945 -0.467
19 H 3.730 0.894 -0.811
20 H -0.295 -0.937 2.222
21 H 0.902 0.185 2.531
22 H -0.686 0.720 2.316
23 H 1.727 1.911 -0.350
24 H 1.451 1.058 -1.787
25 H -0.604 1.801 -1.015

Values from the calculation:
Total charge: +1
Energy above the lowest of the compared OMol25 structures with the same formula, charge and spin: 168.5 kJ/mol
Orbital gap: 11.07 eV
SMILES: C=C[Si@@](C)(CC)[NH+]1CC1

Population analysis type natural (NBO), resulting atomic charges in e: C -0.266; C -0.712; C -0.209; C -0.232; C -0.620; C -1.160; C -0.941; N -0.701; Si 1.783; H 0.232; H 0.187; H 0.226; H 0.257; H 0.260; H 0.246; H 0.236; H 0.208; H 0.231; H 0.240; H 0.258; H 0.282; H 0.258; H 0.250; H 0.242; H 0.446